(1)
ORCA calculation (ωB97M-V/def2-TZVPD) on 4 unconnected molecules or ions with the total composition C25H53FO11S at a distorted geometry.

The geometry in XYZ format:
```
91
Properties=species:S:1:pos:R:3:mulliken_charge:R:1
S 1.55 1.63 -1.36 -0.084
F -0.73 -1.84 0.35 -0.305
O -4.27 -4.05 -2.97 -0.235
O -4.31 -7.11 -3.46 -0.474
O 0.08 6.46 -0.04 -0.310
O -2.41 -0.29 0.52 -0.371
O 3.17 6.61 -0.31 -0.474
O 3.21 -1.54 4.28 -0.470
O -3.90 1.53 0.21 -0.571
O 1.85 9.33 0.32 -0.249
O 1.78 -3.74 5.94 -0.232
O 0.15 -1.60 3.89 -0.295
O -2.49 -5.57 -5.43 -0.228
C 0.68 0.03 -1.67 -0.541
C -1.61 1.46 -1.03 -0.342
C -3.49 -6.31 -2.60 -0.454
C -0.94 5.79 -0.76 -0.730
C -5.26 -3.09 -2.66 -0.857
C 2.08 -5.10 6.24 -0.779
C -1.20 -5.84 -5.95 -0.783
C -0.83 -0.58 3.79 -0.471
C 2.41 -2.24 3.32 -0.520
C -4.23 -5.11 -2.03 -0.553
C -4.60 -6.56 -4.74 -0.340
C 3.71 -0.12 -0.46 -0.829
C 2.34 6.33 0.82 -0.478
C -1.58 -1.00 -0.43 0.418
C 2.70 -1.53 5.61 -0.385
C 2.20 10.39 1.20 -0.777
C 2.70 7.64 -1.18 -0.378
C 1.17 -1.46 2.90 -0.169
C -2.82 0.97 -0.06 0.352
C 2.84 -2.87 6.32 -0.584
C -0.92 0.08 -1.42 0.077
C -3.41 -6.63 -5.70 -0.596
C 2.88 9.04 -0.61 -0.584
C 3.21 1.40 -0.58 -0.294
C 1.07 5.57 0.45 -0.438
H 3.81 -3.31 6.08 0.346
H 2.95 -0.84 -0.01 0.046
H -3.70 -4.75 -1.14 0.446
H 0.66 5.08 1.34 0.466
H 2.17 -3.25 3.66 0.211
H -4.99 -5.55 -4.66 0.156
H -1.03 2.13 -0.29 0.149
H -5.07 -2.65 -1.67 0.333
H -0.52 5.30 -1.64 0.300
H 3.32 7.56 -2.08 0.392
H 0.84 -0.23 -2.78 0.296
H 1.23 -5.71 5.94 0.233
H -0.37 0.40 3.98 0.358
H 3.97 1.97 -1.23 0.321
H 3.05 -2.34 2.44 0.401
H -6.25 -3.54 -2.68 0.338
H -1.33 -0.20 -2.46 0.277
H 1.67 7.46 -1.49 0.171
H 2.94 5.69 1.47 0.433
H 4.15 -0.51 -1.45 0.301
H 3.32 -0.80 6.15 0.402
H -0.78 -6.73 -5.48 0.327
H 1.08 -0.87 -1.08 0.206
H 1.42 -0.40 2.77 0.414
H 1.30 4.81 -0.30 0.232
H -1.44 5.06 -0.12 0.272
H 3.18 1.83 0.49 0.272
H -2.92 -7.60 -5.60 0.359
H -2.56 -6.02 -3.10 0.199
H 1.37 10.57 1.87 0.233
H 0.78 -1.86 1.96 0.145
H -0.56 -4.99 -5.71 0.229
H -5.22 -2.30 -3.41 0.251
H 3.86 9.11 -0.13 0.352
H 3.08 10.11 1.80 0.325
H -1.58 -0.76 4.56 0.251
H 2.96 -5.43 5.68 0.323
H 4.60 -0.11 0.28 0.342
H -2.01 2.05 -1.93 0.305
H -1.31 -0.59 2.81 -0.009
H -1.25 -5.97 -7.03 0.317
H 2.12 7.24 1.39 0.183
H -5.25 -5.41 -1.75 0.346
H 2.41 11.30 0.63 0.319
H 1.67 -1.16 5.64 0.150
H -3.76 -6.50 -6.73 0.420
H 2.82 9.78 -1.42 0.423
H 2.77 -2.72 7.41 0.444
H -2.35 -1.60 -1.02 -0.082
H 2.24 -5.23 7.32 0.316
H -5.39 -7.18 -5.15 0.390
H -3.21 -6.97 -1.77 0.400
H -1.67 6.53 -1.09 0.305
```

Computed properties:
SMILES string	CCSC[C@@H]1CC(=O)O[C@@H]1F.COCCOCCOC.COCCOCCOC.COCCOCCOC
electronic energy	-62852.6665	eV
F_max	5.0	eV/A
highest occupied orbital energy	-8.9	eV
LUMO level	0.01174	hartree
Kohn-Sham gap	9.22	eV

(2)
ORCA calculation (ωB97M-V/def2-TZVPD) on 3 unconnected molecules or ions with the total composition C25H54ClFO12P2S2 at a distorted geometry.

The geometry in XYZ format:
```
97
Properties=species:S:1:pos:R:3:mulliken_charge:R:1
Cl -1.46 -0.14 -5.62 -0.132
S -0.96 -5.56 -5.43 1.122
S -0.74 -4.01 -2.46 -0.216
P -2.04 0.37 4.87 1.067
P 3.92 3.97 1.72 1.037
F 1.76 -3.86 -4.55 -0.386
O -2.19 -4.76 -4.50 -0.477
O 4.18 2.35 2.01 -0.348
O 3.52 3.80 0.12 -0.306
O 5.56 3.99 1.16 -0.237
O -1.22 0.23 6.39 -0.263
O -1.77 -6.50 -6.36 -0.597
O -3.38 -0.10 5.71 -0.417
O -2.77 0.49 3.51 -0.587
O -2.14 1.99 5.23 -0.385
O 0.04 -6.45 -4.65 -0.517
O 2.45 3.95 2.22 -0.682
O -0.41 -4.12 -6.17 -0.288
C -1.90 -2.70 -8.86 -1.005
C -1.13 -1.81 -6.35 -0.481
C 2.35 0.94 2.71 -0.923
C -3.83 -3.14 -0.72 -1.062
C 6.90 3.14 3.00 -0.890
C 0.99 -2.61 -4.89 -0.070
C -3.02 -0.71 -0.10 -0.765
C -2.83 -1.42 -2.64 -0.300
C 0.65 1.78 6.28 -0.851
C -3.42 3.46 3.80 -1.325
C 0.20 0.33 6.34 -0.382
C 2.67 -1.65 -3.09 -0.934
C 3.58 1.72 3.14 -0.484
C 3.06 4.95 -0.57 -0.332
C 1.17 -1.41 -3.80 0.099
C -0.61 -2.94 -5.27 0.033
C -2.38 -2.37 -7.32 -0.328
C 4.22 5.84 -0.96 -0.961
C -2.04 2.96 4.19 -0.234
C -3.00 -2.60 -3.77 -0.604
C -2.97 -2.35 6.47 -0.968
C -3.81 -1.44 5.59 -0.217
C -3.76 -1.61 -1.30 0.367
C -1.60 -3.45 -4.07 0.988
C 6.53 4.33 2.14 -0.378
H 0.39 -1.40 -2.93 -0.202
H -3.30 -1.27 0.92 0.081
H -0.22 -1.66 -7.11 0.425
H -3.37 0.41 -0.10 0.270
H -2.87 -3.34 -6.88 0.203
H 6.10 2.93 3.73 0.152
H 1.72 1.86 6.49 0.420
H -0.64 -2.94 -1.56 0.178
H -4.50 -3.76 -1.46 0.300
H -2.80 -3.63 -0.46 0.161
H -2.70 -2.38 -9.66 0.304
H -3.20 -0.40 -3.14 0.283
H -1.70 -1.20 -2.33 -0.153
H 4.99 5.27 -1.49 0.231
H 2.51 -2.58 -2.36 0.228
H -1.50 2.55 3.33 0.311
H 3.34 2.46 3.91 0.421
H -1.71 -3.86 -9.03 0.232
H -4.85 -1.49 5.92 0.340
H 0.10 2.40 6.99 0.347
H 2.54 4.60 -1.47 0.325
H 2.92 -0.66 -2.49 0.276
H -4.10 2.64 3.54 0.288
H -1.45 3.79 4.57 0.425
H -3.43 -2.07 -4.75 0.129
H -3.37 -3.37 6.47 0.418
H -0.90 -2.16 -9.15 0.269
H 2.64 0.12 2.04 0.399
H 1.50 -2.22 -5.90 0.396
H 6.18 5.16 2.74 0.318
H 3.88 6.66 -1.61 0.404
H 3.47 -1.87 -3.92 0.301
H 4.31 1.04 3.57 0.440
H -3.89 3.99 4.64 0.330
H -4.85 -1.15 -1.41 0.232
H 7.42 4.66 1.59 0.339
H -4.43 -3.08 0.31 0.418
H 0.49 2.20 5.28 0.049
H 7.81 3.33 3.57 0.411
H 0.58 -0.13 7.25 0.342
H 1.25 -0.40 -4.39 0.328
H 0.58 -0.24 5.48 0.289
H -3.77 -1.76 4.54 0.162
H 1.64 1.56 2.16 0.285
H -2.93 -1.97 7.49 0.230
H -3.36 4.14 2.95 0.384
H -1.94 -2.40 6.10 0.220
H -1.84 -0.82 -0.19 0.162
H 2.34 5.50 0.04 0.268
H 4.70 6.27 -0.08 0.232
H 7.04 2.23 2.40 0.263
H -3.24 -1.55 -7.38 0.400
H -3.81 -3.42 -3.50 0.329
H 1.84 0.52 3.58 0.026
```

Computed properties:
SMILES string	CC[C@@H](F)[C@@]1([C@H](Cl)CC)OS(=O)(=O)O[C@]1(S)CCC(C)C.CCOP(=O)(OCC)OCC.CCOP(=O)(OCC)OCC
electronic energy	-106847.1786	eV
F_max	10.0	eV/A
highest occupied orbital energy	-9.6	eV
LUMO level	-0.08243	hartree
Kohn-Sham gap	7.34	eV

(3)
ORCA calculation (ωB97M-V/def2-TZVPD) on a molecular structure, C25H55BF4NiO27 at a distorted geometry.

The geometry in XYZ format:
```
113
Properties=species:S:1:pos:R:3:mulliken_spin:R:1
Ni 4.48 -4.04 24.05 1.847
F 1.27 -3.68 26.38 0.002
F 2.53 -4.99 27.82 0.001
F 3.40 -2.95 27.12 0.000
F 3.21 -4.73 25.59 -0.009
O 2.35 -10.89 25.89 0.000
O 2.41 -3.95 22.73 0.020
O 2.69 -0.30 21.12 0.000
O 3.73 2.01 30.43 0.000
O 1.48 -8.94 26.13 0.000
O 5.20 -5.05 21.02 0.001
O 4.87 2.94 28.72 0.000
O 2.36 -3.24 20.68 -0.002
O 5.96 0.34 25.79 0.001
O -0.19 -6.60 20.20 0.000
O 6.42 -4.44 25.33 0.012
O 5.87 -6.18 26.57 0.003
O 1.53 -0.66 22.92 0.000
O -2.09 0.73 27.76 0.000
O 0.47 -3.80 21.63 0.002
O 3.60 0.19 23.14 0.000
O 4.43 -5.95 23.34 0.026
O 3.84 1.12 28.37 0.000
O -2.76 0.13 25.72 0.000
O 4.82 -2.09 24.57 0.031
O 2.02 -7.02 20.43 0.000
O 0.64 -8.24 19.14 0.000
O 3.62 -9.19 26.77 0.000
O 6.18 -0.81 23.39 0.001
O -4.01 1.59 26.99 0.000
O 5.60 -2.80 22.62 0.069
O 6.55 -4.31 27.63 0.003
C 1.58 -0.74 24.34 -0.002
C -1.52 -7.09 19.78 0.000
C 5.52 -6.69 27.86 0.000
C 3.19 -11.95 26.31 0.000
C -0.15 -4.38 22.80 0.001
C 2.68 -0.18 22.45 -0.001
C 5.47 3.86 29.64 0.000
C 2.95 0.11 28.79 0.000
C 6.82 -2.89 27.56 0.000
C 6.26 -4.98 26.44 -0.005
C 0.95 -7.27 19.96 0.000
C 4.11 2.01 29.29 0.000
C 3.95 -0.03 20.52 -0.001
C -4.89 1.67 25.85 0.000
C 6.58 -5.28 21.18 -0.001
C -0.89 -0.06 27.69 0.000
C 1.71 -9.20 19.12 0.000
C 1.62 -2.65 19.56 0.000
C 2.59 -9.64 26.30 0.000
C 5.49 -1.90 23.53 -0.011
C -2.88 0.78 26.71 0.000
C 1.40 -7.51 26.43 0.000
C 1.80 -3.67 21.72 0.012
C 5.82 1.73 25.48 0.000
C 3.57 -7.06 23.64 0.002
B 2.58 -4.03 26.79 0.000
H -1.61 -7.44 18.78 0.000
H -0.88 -0.82 28.50 0.000
H 2.24 0.50 29.48 0.000
H -1.01 -4.91 22.51 0.000
H 5.39 2.27 26.34 0.000
H 6.86 2.16 25.31 0.000
H -4.68 1.11 24.96 0.000
H 0.47 -5.03 23.41 -0.001
H 3.52 -7.23 24.70 -0.001
H 0.41 -7.31 26.80 0.000
H 4.47 0.80 21.06 0.000
H 6.35 4.31 29.17 0.000
H 3.18 -12.17 27.36 0.000
H 4.70 4.60 29.94 0.000
H 2.07 -7.15 27.23 0.000
H 5.08 -0.09 26.03 0.000
H 5.07 -7.64 27.78 0.000
H 4.73 -6.10 28.34 0.000
H 2.57 -0.49 24.73 0.001
H 0.99 -3.38 19.14 0.000
H 2.67 -8.68 19.06 0.000
H 7.09 -4.85 20.33 0.000
H 1.34 -1.78 24.56 0.000
H -2.19 -6.20 20.03 0.000
H 4.09 -7.91 23.18 0.002
H 4.97 -4.16 21.47 -0.003
H 4.70 -5.94 22.36 -0.002
H 4.22 -11.66 25.94 0.000
H 5.88 -2.42 27.31 0.001
H 5.92 3.30 30.52 0.000
H 2.43 -2.47 18.89 0.000
H -5.88 1.47 26.16 0.000
H 6.35 -6.67 28.51 0.000
H -0.86 -0.52 26.72 0.000
H 3.50 -0.75 29.18 0.000
H 5.17 1.85 24.57 0.000
H -0.36 -3.56 23.49 0.000
H 1.78 -9.78 20.04 0.000
H 4.55 -0.93 20.63 0.001
H 6.95 -5.11 22.15 0.000
H 6.76 -6.33 20.97 0.000
H 1.56 -9.82 18.28 0.000
H -1.84 -7.87 20.51 0.000
H 1.11 -1.81 19.98 0.000
H 7.08 -2.65 28.53 0.000
H 3.01 -12.82 25.72 0.000
H 3.74 0.09 19.49 0.000
H -0.02 0.61 27.87 0.000
H 6.12 -0.26 24.22 0.001
H -4.91 2.73 25.59 0.000
H 2.38 -0.23 27.94 0.000
H 0.89 -0.06 24.73 0.000
H 7.61 -2.62 26.92 0.000
H 2.55 -6.89 23.22 0.001
H 1.63 -6.91 25.55 0.000
```

Computed properties:
electronic energy	-134694.7656	eV
F_max	3.9	eV/A
highest occupied orbital energy (spin up / spin down)	-9.8 / -10.2	eV
spin multiplicity	3
⟨S²⟩	2.00
LUMO level (spin up / spin down)	0.01615 / 0.00932	hartree
Kohn-Sham gap (spin up / spin down)	10.27 / 10.49	eV